Entry 1:
{
  "formula": "C38H47AsCeN5O2PS",
  "method": "ωB97M-V with the def2-TZVPD basis set",
  "mol_weight_da": 883.91,
  "charge": 1,
  "fmax_ha_per_bohr": 0.0174,
  "e_tot_ev": -145602.527,
  "multiplicity": 2,
  "symbols": ["Ce", "N", "P", "C", "C", "C", "C", "C", "C", "C", "C", "C", "C", "C", "C", "C", "C", "C", "C", "C", "N", "H", "H", "H", "H", "H", "H", "H", "H", "H", "H", "H", "H", "H", "H", "H", "O", "N", "N", "O", "C", "C", "C", "C", "C", "C", "H", "H", "H", "H", "H", "C", "As", "C", "C", "S", "H", "H", "H", "H", "H", "H", "H", "H", "H", "C", "C", "C", "C", "C", "C", "C", "C", "N", "C", "C", "C", "C", "H", "H", "H", "H", "H", "H", "H", "H", "H", "H", "H", "H", "H", "H", "H", "H", "H", "H"],
  "xyz": [[0.266, -0.005, -0.050], [-1.667, -2.878, -1.679], [-2.248, -1.358, -1.129], [-3.911, -1.845, -0.612], [-4.863, -2.204, -1.573], [-6.107, -2.673, -1.184], [-6.412, -2.787, 0.167], [-5.473, -2.435, 1.124], [-4.224, -1.966, 0.738], [-2.508, -0.396, -2.649], [-1.627, -0.532, -3.719], [-1.712, 0.325, -4.810], [-2.665, 1.330, -4.835], [-3.545, 1.475, -3.767], [-3.463, 0.621, -2.681], [-0.336, -3.240, -1.723], [0.008, -4.587, -1.907], [1.334, -4.913, -2.039], [2.301, -3.909, -2.001], [1.878, -2.620, -1.797], [0.579, -2.268, -1.633], [-2.337, -3.623, -1.793], [-4.633, -2.112, -2.627], [-6.837, -2.948, -1.934], [-7.385, -3.151, 0.471], [-5.713, -2.522, 2.175], [-3.502, -1.689, 1.498], [-0.877, -1.315, -3.716], [-1.030, 0.205, -5.642], [-2.728, 1.998, -5.684], [-4.295, 2.255, -3.787], [-4.158, 0.744, -1.858], [-0.767, -5.341, -1.950], [1.622, -5.947, -2.183], [3.352, -4.120, -2.129], [2.573, -1.794, -1.763], [0.501, 1.964, 1.219], [-0.237, 2.990, 1.065], [-1.064, 2.846, 0.121], [-1.117, 1.721, -0.573], [-1.977, 3.919, -0.201], [-3.270, 3.581, -0.550], [-4.156, 4.605, -0.849], [-3.739, 5.930, -0.802], [-2.430, 6.237, -0.457], [-1.529, 5.225, -0.155], [-3.571, 2.544, -0.586], [-5.176, 4.363, -1.118], [-4.437, 6.721, -1.040], [-2.100, 7.266, -0.430], [-0.504, 5.445, 0.106], [1.757, 0.559, 3.961], [-0.142, 0.405, 4.018], [-0.531, -0.540, 5.628], [-0.861, 2.145, 4.289], [-1.094, -0.653, 2.407], [2.031, 1.187, 4.810], [2.085, 1.019, 3.032], [2.196, -0.431, 4.057], [0.038, -0.102, 6.447], [-0.264, -1.586, 5.496], [-1.599, -0.457, 5.820], [-0.531, 2.487, 5.270], [-1.946, 2.060, 4.269], [-0.522, 2.826, 3.514], [6.584, -0.816, 2.195], [5.132, -1.029, 1.861], [4.381, -1.973, 2.558], [3.048, -2.185, 2.233], [2.220, -3.222, 2.941], [2.492, -1.421, 1.218], [3.213, -0.467, 0.457], [4.557, -0.288, 0.833], [2.527, 0.194, -0.541], [3.124, 1.136, -1.491], [1.964, 1.570, -2.391], [3.679, 2.397, -0.815], [4.187, 0.467, -2.368], [6.843, -1.265, 3.153], [6.827, 0.246, 2.238], [7.226, -1.264, 1.434], [4.850, -2.549, 3.349], [2.583, -3.388, 3.956], [2.270, -4.181, 2.419], [1.167, -2.934, 2.983], [1.457, -1.648, 1.011], [5.170, 0.432, 0.313], [1.220, 2.145, -1.829], [1.475, 0.700, -2.847], [2.299, 2.215, -3.205], [2.958, 2.779, -0.088], [3.861, 3.176, -1.559], [4.619, 2.234, -0.292], [3.725, -0.242, -3.060], [4.927, -0.076, -1.782], [4.718, 1.209, -2.969]]
}


Entry 2:
{
  "formula": "C38H48BClN15OS2W",
  "method": "ωB97M-V with the def2-TZVPD basis set",
  "mol_weight_da": 1025.14,
  "charge": 4,
  "fmax_ha_per_bohr": 0.0394,
  "e_tot_ev": -101243.762,
  "multiplicity": 4,
  "symbols": ["W", "C", "C", "C", "C", "N", "N", "B", "N", "C", "C", "C", "C", "N", "N", "C", "C", "C", "C", "N", "N", "C", "C", "C", "C", "N", "H", "H", "H", "H", "H", "H", "H", "H", "H", "H", "H", "H", "H", "H", "H", "H", "H", "H", "H", "H", "N", "C", "N", "C", "C", "S", "C", "C", "S", "C", "N", "N", "H", "H", "H", "H", "H", "H", "C", "C", "C", "C", "C", "O", "C", "C", "C", "C", "C", "C", "Cl", "C", "C", "C", "N", "C", "N", "C", "N", "H", "H", "H", "H", "H", "H", "H", "H", "H", "H", "H", "H", "H", "H", "H", "H", "H", "H", "H", "H", "H", "H"],
  "xyz": [[0.025, -0.303, 0.139], [0.678, -2.103, 3.071], [0.401, -0.643, 3.217], [0.384, 0.114, 4.377], [0.025, 1.397, 3.987], [-0.177, 1.413, 2.665], [0.072, 0.165, 2.172], [-0.678, 2.547, 1.733], [0.449, 2.784, 0.681], [0.986, 3.913, 0.190], [1.394, 3.698, -1.113], [1.063, 2.373, -1.389], [1.047, 1.630, -2.687], [0.533, 1.823, -0.283], [-1.870, 1.970, 0.860], [-3.005, 2.578, 0.496], [-3.578, 1.883, -0.558], [-2.709, 0.830, -0.821], [-2.715, -0.199, -1.907], [-1.696, 0.887, 0.070], [-1.204, 3.703, 2.496], [-1.247, 5.055, 2.275], [-2.060, 5.604, 3.217], [-2.524, 4.510, 4.005], [-3.427, 4.546, 5.180], [-2.011, 3.378, 3.553], [1.602, -2.380, 3.580], [0.750, -2.413, 2.027], [-0.116, -2.674, 3.556], [0.610, -0.222, 5.375], [-0.109, 2.283, 4.582], [1.070, 4.805, 0.790], [1.849, 4.410, -1.782], [1.973, 1.729, -3.259], [0.253, 2.051, -3.308], [0.815, 0.565, -2.527], [-3.347, 3.476, 0.989], [-4.489, 2.121, -1.083], [-3.484, -0.959, -1.757], [-1.738, -0.700, -1.975], [-2.921, 0.272, -2.867], [-0.723, 5.531, 1.464], [-2.310, 6.643, 3.350], [-3.108, 5.312, 5.886], [-3.455, 3.580, 5.678], [-4.439, 4.825, 4.879], [-2.959, -0.455, 2.275], [-2.717, -1.468, 1.469], [-1.605, -1.655, 0.738], [-1.707, -2.844, 0.036], [-2.903, -3.516, 0.175], [-3.938, -2.698, 1.249], [-0.541, -3.299, -0.629], [-0.325, -4.582, -1.071], [1.267, -4.783, -1.618], [1.597, -3.117, -1.220], [0.551, -2.429, -0.720], [2.824, -2.665, -1.405], [-2.238, 0.185, 2.592], [-3.817, -0.453, 2.818], [-3.214, -4.433, -0.306], [-1.012, -5.418, -1.073], [3.526, -3.308, -1.755], [3.031, -1.683, -1.503], [7.736, -0.284, -2.206], [6.327, -0.001, -2.753], [6.417, 0.111, -4.281], [5.433, -1.195, -2.401], [5.748, 1.322, -2.140], [6.693, 2.367, -2.148], [4.406, 1.784, -2.798], [4.480, 2.870, -3.883], [3.073, 3.192, -4.310], [2.363, 4.218, -3.685], [1.078, 4.550, -4.079], [0.470, 3.842, -5.111], [-1.097, 4.286, -5.645], [1.151, 2.795, -5.726], [2.437, 2.477, -5.324], [5.509, 1.210, -0.620], [4.292, 0.537, -0.170], [3.103, 0.431, -0.729], [2.252, -0.150, 0.131], [3.032, -0.364, 1.247], [4.261, 0.026, 1.076], [8.176, -1.117, -2.754], [7.728, -0.566, -1.151], [8.401, 0.569, -2.321], [6.946, -0.754, -4.680], [6.981, 0.990, -4.595], [5.434, 0.137, -4.755], [5.847, -2.094, -2.861], [4.414, -1.066, -2.790], [5.404, -1.371, -1.320], [7.195, 2.375, -2.970], [3.783, 2.227, -2.012], [3.885, 0.919, -3.222], [5.063, 2.534, -4.739], [4.957, 3.754, -3.465], [2.852, 4.800, -2.909], [0.557, 5.383, -3.626], [0.680, 2.261, -6.541], [2.965, 1.678, -5.832], [5.492, 2.235, -0.242], [6.350, 0.721, -0.135], [2.871, 0.749, -1.731], [2.701, -0.822, 2.161]]
}


Entry 3:
{
  "formula": "C38H48BiFN4O5SSi3",
  "method": "ωB97M-V with the def2-TZVPD basis set",
  "mol_weight_da": 985.13,
  "charge": -2,
  "fmax_ha_per_bohr": 0.0158,
  "e_tot_ev": -99411.906,
  "symbols": ["Bi", "C", "C", "C", "C", "C", "C", "C", "S", "O", "O", "N", "C", "C", "O", "O", "H", "H", "H", "H", "H", "H", "H", "H", "H", "C", "Si", "C", "C", "C", "Si", "C", "C", "C", "Si", "C", "C", "C", "C", "C", "C", "C", "N", "H", "H", "H", "H", "H", "H", "H", "H", "H", "H", "H", "H", "H", "H", "H", "H", "H", "H", "H", "H", "H", "H", "H", "H", "H", "H", "H", "H", "O", "C", "C", "C", "C", "C", "C", "C", "N", "C", "C", "N", "H", "H", "H", "H", "H", "H", "H", "F", "C", "C", "C", "C", "C", "C", "H", "H", "H", "H"],
  "xyz": [[0.137, -0.192, -0.266], [-1.378, 5.575, 6.950], [-1.259, 4.800, 5.661], [-0.319, 5.150, 4.694], [-0.182, 4.409, 3.525], [-0.973, 3.288, 3.248], [-1.911, 2.957, 4.234], [-2.058, 3.690, 5.406], [-0.128, 1.606, 2.329], [-1.405, 1.025, 1.840], [0.430, 2.701, 1.013], [0.882, 0.318, 1.700], [2.287, 0.595, 1.871], [2.989, 0.994, 0.567], [4.092, 1.536, 0.610], [2.351, 0.681, -0.516], [-1.163, 6.635, 6.798], [-0.673, 5.203, 7.700], [-2.383, 5.489, 7.370], [0.314, 6.020, 4.859], [0.578, 4.714, 2.811], [-2.543, 2.085, 4.069], [-2.809, 3.400, 6.139], [2.828, -0.277, 2.261], [2.429, 1.418, 2.583], [-3.254, -1.673, 0.739], [-1.726, -2.573, 1.377], [-2.215, -4.388, 1.703], [-1.515, -1.960, 3.154], [-0.227, -2.489, 0.202], [1.305, -3.179, 1.048], [1.274, -5.088, 0.998], [1.394, -2.873, 2.912], [2.985, -2.700, 0.339], [-0.500, -3.182, -1.550], [-2.013, -4.372, -1.558], [0.754, -4.388, -2.288], [-1.222, -2.037, -2.896], [-0.968, -2.181, -4.263], [-1.677, -1.428, -5.177], [-2.627, -0.524, -4.720], [-2.786, -0.394, -3.354], [-2.117, -1.132, -2.466], [-4.167, -2.079, 1.188], [-3.342, -1.709, -0.345], [-3.175, -0.618, 1.029], [-3.148, -4.420, 2.279], [-1.439, -4.879, 2.302], [-2.357, -4.974, 0.794], [-1.231, -2.756, 3.846], [-2.466, -1.532, 3.487], [-0.773, -1.166, 3.209], [0.301, -5.469, 1.327], [2.040, -5.477, 1.679], [1.474, -5.494, 0.002], [0.634, -3.451, 3.445], [1.249, -1.817, 3.150], [2.377, -3.186, 3.280], [3.340, -3.448, -0.375], [3.733, -2.609, 1.132], [2.939, -1.740, -0.182], [-1.818, -5.293, -0.996], [-2.230, -4.655, -2.595], [-2.914, -3.903, -1.145], [0.753, -5.309, -1.697], [1.767, -3.993, -2.313], [0.456, -4.649, -3.308], [-0.209, -2.884, -4.590], [-1.487, -1.530, -6.239], [-3.196, 0.090, -5.407], [-3.478, 0.333, -2.935], [1.292, -1.373, -1.971], [2.292, -1.100, -2.799], [3.349, -2.030, -2.915], [4.438, -1.832, -3.741], [4.541, -0.681, -4.507], [3.513, 0.245, -4.430], [2.395, 0.054, -3.623], [1.414, 1.168, -3.651], [0.564, 1.432, -4.623], [-0.002, 2.643, -4.301], [0.515, 3.116, -3.131], [1.428, 2.174, -2.735], [3.310, -2.919, -2.304], [5.221, -2.582, -3.781], [5.401, -0.500, -5.141], [3.564, 1.157, -5.014], [-0.752, 3.098, -4.932], [0.333, 4.018, -2.570], [1.959, 2.114, -1.869], [-2.489, 6.612, -1.506], [-1.794, 5.636, -0.857], [-2.377, 4.402, -0.669], [-1.665, 3.405, -0.020], [-0.371, 3.646, 0.459], [0.184, 4.910, 0.247], [-0.520, 5.910, -0.409], [-3.376, 4.217, -1.044], [-2.110, 2.436, 0.140], [1.197, 5.095, 0.584], [-0.088, 6.889, -0.572]]
}


Entry 4:
{
  "formula": "C38H48FIN2O4",
  "method": "ωB97M-V with the def2-TZVPD basis set",
  "mol_weight_da": 742.71,
  "smiles": "CC[C@@H](F)[C@@H]1C[C@@H](CON=O)[C@@H](C(=O)[O-])[C@@H](CCCI)[N@H+]1C.c1ccccc1.c1ccccc1.c1ccccc1.c1ccccc1",
  "fmax_ha_per_bohr": 0.0757,
  "e_tot_ev": -62167.302,
  "symbols": ["C", "C", "C", "F", "C", "C", "C", "C", "O", "N", "O", "C", "C", "O", "O", "C", "C", "C", "C", "I", "N", "C", "H", "H", "H", "H", "H", "H", "H", "H", "H", "H", "H", "H", "H", "H", "H", "H", "H", "H", "H", "H", "H", "H", "H", "H", "C", "C", "C", "C", "C", "C", "H", "H", "H", "H", "H", "H", "C", "C", "C", "C", "C", "C", "H", "H", "H", "H", "H", "H", "C", "C", "C", "C", "C", "C", "H", "H", "H", "H", "H", "H", "C", "C", "C", "C", "C", "C", "H", "H", "H", "H", "H", "H"],
  "xyz": [[6.562, -2.047, -0.374], [5.912, -2.325, -1.794], [4.356, -2.554, -1.703], [4.201, -3.645, -0.803], [3.563, -1.318, -1.126], [2.299, -1.917, -0.365], [1.290, -0.745, 0.050], [0.726, -0.930, 1.500], [-0.205, 0.153, 1.777], [-1.470, -0.265, 1.385], [-1.808, 0.315, 0.414], [1.843, 0.714, -0.216], [2.757, 1.222, 0.943], [3.523, 0.497, 1.616], [2.652, 2.476, 1.208], [2.495, 0.894, -1.652], [3.464, 2.111, -1.764], [4.944, 1.912, -1.289], [5.396, 2.826, -0.091], [5.007, 4.945, -0.448], [2.984, -0.420, -2.180], [3.815, -0.314, -3.431], [6.023, -2.571, 0.452], [6.588, -0.939, -0.239], [7.626, -2.402, -0.331], [6.203, -1.559, -2.548], [6.336, -3.311, -2.127], [3.933, -2.933, -2.674], [4.144, -0.789, -0.335], [2.722, -2.289, 0.606], [1.821, -2.723, -0.970], [0.400, -0.863, -0.641], [1.507, -0.942, 2.294], [0.197, -1.924, 1.533], [0.942, 1.382, -0.218], [1.614, 1.148, -2.310], [3.483, 2.417, -2.848], [2.960, 2.970, -1.242], [5.243, 0.868, -1.029], [5.607, 2.209, -2.152], [5.049, 2.484, 0.909], [6.519, 2.759, -0.066], [2.137, -0.915, -2.498], [3.371, 0.511, -4.050], [3.724, -1.240, -4.050], [4.867, -0.026, -3.233], [10.040, 8.481, 1.966], [9.487, 7.392, 2.628], [8.292, 6.840, 2.181], [7.655, 7.373, 1.067], [8.211, 8.459, 0.403], [9.401, 9.016, 0.855], [10.971, 8.913, 2.317], [9.987, 6.972, 3.493], [7.856, 5.995, 2.701], [6.725, 6.939, 0.717], [7.715, 8.874, -0.467], [9.831, 9.868, 0.340], [-3.775, -2.738, 2.628], [-4.302, -3.825, 3.314], [-5.511, -4.381, 2.914], [-6.190, -3.854, 1.821], [-5.661, -2.769, 1.133], [-4.457, -2.208, 1.538], [-2.834, -2.303, 2.941], [-3.770, -4.240, 4.162], [-5.925, -5.225, 3.453], [-7.131, -4.290, 1.506], [-6.190, -2.359, 0.279], [-4.048, -1.358, 1.003], [-4.476, 0.877, -1.380], [-5.103, -0.200, -1.996], [-6.258, 0.001, -2.742], [-6.781, 1.280, -2.881], [-6.153, 2.358, -2.269], [-5.003, 2.156, -1.515], [-3.577, 0.719, -0.796], [-4.691, -1.198, -1.893], [-6.750, -0.840, -3.217], [-7.679, 1.438, -3.467], [-6.560, 3.356, -2.379], [-4.516, 2.996, -1.033], [-10.088, -5.702, 1.500], [-10.236, -4.473, 0.868], [-11.494, -3.892, 0.763], [-12.603, -4.536, 1.298], [-12.454, -5.762, 1.933], [-11.198, -6.347, 2.030], [-9.107, -6.156, 1.579], [-9.370, -3.967, 0.455], [-11.610, -2.937, 0.264], [-13.583, -4.080, 1.221], [-13.319, -6.263, 2.353], [-11.083, -7.307, 2.521]]
}